# C22H48BeClF2N6O6P

A molecular structure, C22H48BeClF2N6O6P in a non-equilibrium geometry (ωB97M-V/def2-TZVPD, the OMol25 dataset).

Atoms and positions in Å:
C 0.869 3.118 1.101
C 2.107 2.310 1.473
C 2.437 1.250 0.420
C 3.247 0.098 1.007
C 2.459 -0.842 1.945
C 0.945 -0.743 1.831
C 0.236 -1.521 2.966
C -0.942 -0.783 3.599
C -2.314 -1.402 3.307
C -3.437 -0.446 3.755
C -4.442 -0.046 2.711
N -3.823 0.795 1.655
C -3.105 0.337 0.657
N -3.315 -0.776 -0.034
P -2.261 -1.173 -1.341
O -0.835 -1.105 -0.982
N -2.049 1.211 0.275
C -2.449 2.521 0.815
N -2.932 3.352 -0.319
C -2.480 4.680 -0.267
O -2.139 5.259 0.713
F -2.570 5.234 -1.471
C -2.717 2.714 -1.572
O -3.521 2.073 -2.175
F -1.472 2.853 -2.028
C -3.626 2.247 1.808
C -3.320 2.773 3.197
H -0.034 2.512 1.212
H 0.924 3.427 0.057
H 0.765 4.019 1.697
H 2.948 2.988 1.577
H 1.922 1.854 2.444
H 1.528 0.908 -0.076
H 3.041 1.754 -0.333
H 4.045 0.553 1.591
H 3.758 -0.461 0.230
H 2.744 -1.857 1.687
H 2.780 -0.713 2.974
H 0.598 -1.199 0.907
H 0.610 0.289 1.899
H -0.077 -2.498 2.605
H 0.948 -1.715 3.763
H -0.837 -0.726 4.679
H -1.005 0.255 3.256
H -2.371 -1.699 2.259
H -2.402 -2.315 3.887
H -2.989 0.427 4.213
H -4.001 -0.938 4.544
H -5.217 0.556 3.176
H -4.966 -0.887 2.267
H -4.115 -1.350 0.200
H -2.531 -0.226 -2.345
H -2.698 -2.426 -1.772
H -1.258 0.888 0.839
H -1.597 2.945 1.328
H -4.516 2.752 1.447
H -2.341 2.425 3.523
H -3.281 3.855 3.164
H -4.035 2.431 3.935
C 4.683 -4.007 0.516
O 4.758 -2.905 1.033
N 4.976 -5.154 1.195
N 4.305 -4.183 -0.791
H 4.931 -6.069 0.790
H 5.267 -5.059 2.150
H 4.093 -3.364 -1.326
H 4.251 -5.082 -1.231
C 3.881 -1.616 -6.316
C 2.917 -1.906 -5.143
O 3.312 -1.378 -3.915
C 3.265 0.024 -3.812
C 1.806 0.451 -3.973
H 4.871 -1.992 -6.067
H 3.532 -2.098 -7.226
H 3.939 -0.542 -6.496
H 2.933 -3.014 -5.028
H 1.901 -1.570 -5.430
H 3.916 0.530 -4.528
H 3.616 0.285 -2.816
H 1.406 0.179 -4.960
H 1.680 1.530 -3.843
H 1.236 -0.089 -3.177
O -5.489 -0.291 -1.673
H -5.002 0.539 -1.759
H -6.306 -0.111 -2.152
Cl 0.936 -3.144 -4.152
Be -0.500 0.217 -3.755

F_max: 0.0653 hartree/bohr
E_LUMO: -10.53 eV
energy relative to the best compared isomer or geometry (same formula, charge and spin): 0.000 eV
total charge: +2
highest occupied orbital energy: -0.492 hartree
energy: -2662.3371 Ha